47
Properties=species:S:1:pos:R:3:nbo_charge:R:1 method="wB97M-V/def2-TZVPD" s_squared=6.036 energy_ev=-59287.3579 multiplicity=5 lumo_ev="-7.2 / -8.8" orbital_gap_ha="0.25568 / 0.20606" charge=+2
Os 0.37 0.28 -0.46 1.56
Cl 4.02 -3.12 4.88 0.09
C 3.31 -2.49 3.45 -0.07
C 3.58 -3.10 2.22 -0.10
C 3.01 -2.62 1.05 -0.26
C 2.16 -1.53 1.09 0.35
O 1.64 -1.11 -0.08 -0.65
C 1.90 -0.89 2.32 -0.15
C 1.11 0.27 2.44 0.24
N 0.47 0.90 1.49 -0.55
C -0.27 2.10 1.77 0.08
C -0.43 2.70 2.99 -0.16
C -1.17 3.89 3.11 -0.17
C -1.73 4.48 2.01 -0.13
C -1.58 3.88 0.74 -0.10
C -2.12 4.43 -0.45 -0.03
C -1.92 3.80 -1.65 -0.26
C -1.19 2.61 -1.68 0.14
N -0.68 2.06 -0.58 -0.53
C -0.85 2.69 0.64 0.23
C 2.49 -1.40 3.50 -0.14
H 4.24 -3.96 2.19 0.26
H 3.24 -3.08 0.10 0.25
H 1.05 0.69 3.44 0.22
H 0.00 2.28 3.89 0.23
H -1.28 4.35 4.08 0.25
H -2.29 5.40 2.10 0.25
H -2.68 5.35 -0.40 0.25
H -2.31 4.20 -2.57 0.26
H -1.02 2.08 -2.60 0.23
H 2.30 -0.91 4.45 0.24
N 0.89 0.08 -7.06 -0.22
C 0.68 -0.16 -5.96 0.38
N 0.40 -0.47 -4.70 -0.48
C 0.43 -0.22 -3.53 0.72
N 0.39 -0.06 -2.33 -0.70
C -0.75 -4.08 -2.46 -0.44
N -0.75 -3.15 -1.34 -0.54
C -1.69 -2.25 -1.12 0.37
N -2.73 -2.17 -1.94 -0.75
S -1.61 -1.21 0.28 -0.17
H 0.13 -4.71 -2.38 0.25
H -0.72 -3.55 -3.42 0.22
H -1.63 -4.73 -2.43 0.23
H 0.02 -3.15 -0.69 0.43
H -2.89 -2.83 -2.68 0.43
H -3.49 -1.55 -1.70 0.44


15
Properties=species:S:1:pos:R:3:nbo_charge:R:1 method="wB97M-V/def2-TZVPD" energy_ev=-8289.1639 relative_energy_kj_mol=562.75 multiplicity=1 lumo_ev="-0.1 / -0.1" orbital_gap_ha="0.30102 / 0.30100"
C -2.30 0.46 0.20 -0.79
C -1.42 0.02 -0.88 0.00
C 1.18 0.45 -0.47 0.03
C 0.34 1.59 -0.79 0.23
N -0.05 2.67 -0.99 -0.32
N 0.94 -0.31 0.52 -0.35
C 1.95 -1.32 0.79 -0.44
H -1.95 1.37 0.71 0.25
H -3.11 0.83 -0.47 0.29
H -2.72 -0.27 0.90 0.21
H -1.49 -1.06 -1.05 0.11
H 2.05 0.32 -1.12 0.19
H 2.63 -1.48 -0.05 0.18
H 1.48 -2.27 1.07 0.21
H 2.53 -0.98 1.66 0.22


20
Properties=species:S:1:pos:R:3:nbo_charge:R:1 method="wB97M-V/def2-TZVPD" energy_ev=-12996.8196 relative_energy_kj_mol=3.09 multiplicity=1 smiles="CC(C)C=O.NC(=O)O" lumo_ev=0.7 orbital_gap_ha=0.39442
C 0.85 -0.91 1.30 -0.61
C 1.47 0.16 0.41 -0.34
C 1.01 1.56 0.80 -0.60
C 1.22 -0.11 -1.05 0.49
O 0.81 -1.14 -1.51 -0.57
H -0.24 -0.84 1.29 0.21
H 1.19 -0.79 2.33 0.21
H 1.14 -1.90 0.96 0.22
H 2.57 0.12 0.51 0.23
H 1.32 1.78 1.82 0.22
H 1.43 2.31 0.14 0.21
H -0.08 1.62 0.75 0.21
H 1.47 0.75 -1.71 0.11
N -1.97 -1.40 -1.02 -0.84
C -2.25 -0.13 -0.64 0.87
O -3.00 0.20 0.24 -0.65
O -1.59 0.77 -1.41 -0.71
H -2.30 -2.14 -0.43 0.40
H -1.17 -1.56 -1.60 0.43
H -1.89 1.66 -1.18 0.50


12
Properties=species:S:1:pos:R:3:nbo_charge:R:1 method="wB97M-V/def2-TZVPD" energy_ev=-10276.2616 relative_energy_kj_mol=48.31 multiplicity=1 smiles="O=Cc1cncnc1" lumo_ev=-0.8 orbital_gap_ha=0.34914
O 2.84 -0.52 -0.05 -0.53
C 1.96 0.36 0.08 0.40
C 0.53 0.17 -0.01 -0.27
C -0.42 1.21 -0.04 0.11
N -1.70 0.86 -0.04 -0.45
C -2.01 -0.41 0.04 0.27
N -1.21 -1.50 0.09 -0.44
C 0.09 -1.23 -0.09 0.14
H 2.32 1.40 0.43 0.12
H -0.21 2.30 -0.21 0.22
H -3.05 -0.60 -0.01 0.18
H 0.86 -2.03 -0.20 0.24


15
Properties=species:S:1:pos:R:3:nbo_charge:R:1 method="wB97M-V/def2-TZVPD" energy_ev=-7831.0272 relative_energy_kj_mol=124.73 multiplicity=1 smiles="CCCNC=O" lumo_ev=0.9 orbital_gap_ha=0.39113
C -1.52 0.63 0.40 -0.61
C -0.72 -0.20 -0.61 -0.44
C 0.33 -1.13 0.06 -0.22
N 1.52 -0.43 0.58 -0.65
C 1.78 0.60 -0.31 0.54
O 2.04 0.43 -1.47 -0.56
H -2.38 1.11 -0.08 0.22
H -1.90 -0.02 1.19 0.20
H -0.93 1.42 0.87 0.20
H -0.31 0.48 -1.36 0.22
H -1.37 -0.87 -1.18 0.21
H 0.69 -1.89 -0.64 0.21
H -0.15 -1.65 0.90 0.20
H 1.39 -0.09 1.53 0.37
H 1.53 1.60 0.11 0.10


57
Properties=species:S:1:pos:R:3:nbo_charge:R:1 method="wB97M-V/def2-TZVPD" s_squared=0.768 energy_ev=-156716.7716 multiplicity=2 lumo_ev="-0.3 / -0.2" orbital_gap_ha="0.28820 / 0.28545"
Cr 0.00 -0.48 -0.09 0.91
Cl -5.78 3.58 3.06 0.05
C -4.55 2.57 2.37 -0.12
C -3.22 2.98 2.36 -0.06
Cl -2.79 4.51 3.02 0.05
C -2.23 2.15 1.84 -0.16
Cl -0.61 2.75 1.78 0.04
C -2.51 0.84 1.37 0.40
O -1.62 -0.05 0.99 -0.78
C -3.88 0.49 1.34 -0.15
Cl -4.28 -1.05 0.67 0.03
C -4.88 1.33 1.83 -0.05
Cl -6.53 0.84 1.79 0.05
C -1.96 -0.20 4.99 -0.60
C -0.66 -0.07 5.78 -0.10
C -0.75 1.21 6.63 -0.60
C -0.50 -1.29 6.69 -0.60
C 0.55 0.03 4.84 0.10
C 1.85 0.25 5.35 -0.22
C 2.95 0.38 4.53 -0.21
C 2.75 0.29 3.15 -0.24
S 3.90 0.38 1.86 0.43
C 2.63 0.13 0.71 0.12
N 1.45 0.01 1.23 -0.47
C 1.48 0.06 2.63 0.20
C 0.39 -0.09 3.48 -0.28
C 2.78 -0.05 -0.73 -0.15
C 3.99 0.09 -1.41 -0.17
C 4.03 -0.17 -2.77 -0.22
C 2.87 -0.58 -3.43 -0.21
C 1.67 -0.71 -2.73 -0.17
C 1.58 -0.45 -1.36 -0.26
H -2.80 -0.23 5.69 0.22
H -1.99 -1.13 4.40 0.21
H -2.11 0.65 4.32 0.21
H -1.63 1.15 7.29 0.21
H -0.85 2.09 5.99 0.22
H 0.13 1.35 7.27 0.21
H -1.37 -1.39 7.35 0.21
H 0.39 -1.21 7.33 0.21
H -0.41 -2.21 6.10 0.21
H 1.99 0.31 6.43 0.21
H 3.94 0.53 4.94 0.22
H -0.58 -0.29 3.03 0.24
H 4.88 0.39 -0.88 0.21
H 4.96 -0.06 -3.32 0.22
H 2.90 -0.79 -4.49 0.21
H 0.80 -1.05 -3.28 0.19
Cl -0.95 1.62 -1.49 0.09
C -1.95 0.47 -2.40 -0.37
Cl -1.59 -1.17 -1.82 0.14
H -1.69 0.53 -3.45 0.24
H -2.99 0.68 -2.22 0.24
C 0.34 -2.42 0.41 -0.92
H -0.41 -2.68 1.18 0.23
H 1.34 -2.62 0.81 0.20
H 0.18 -3.09 -0.46 0.20


20
Properties=species:S:1:pos:R:3:nbo_charge:R:1 method="wB97M-V/def2-TZVPD" energy_ev=-27414.3181 relative_energy_kj_mol=37.35 multiplicity=1 lumo_ev=-5.4 orbital_gap_ha=0.30786 charge=+1
C 2.23 -2.47 -1.19 -0.83
C -1.67 -1.22 -0.37 -0.04
N -1.54 -2.45 -0.90 -0.61
Si -1.18 3.78 0.72 0.54
Si -0.89 0.22 -1.22 0.57
Si -0.17 1.51 0.66 0.17
H 1.16 -2.27 -1.38 0.15
H 2.37 -2.74 -0.17 0.22
H 2.59 -1.55 -1.44 0.22
H -2.15 -1.11 0.56 0.23
H -1.08 -2.61 -1.81 0.44
H 2.49 -3.32 -1.83 0.23
H -2.06 -3.22 -0.53 0.43
H -0.18 4.74 1.22 -0.10
H -2.08 3.72 1.75 -0.14
H -1.76 4.20 -0.56 -0.11
H -2.02 0.88 -1.78 -0.10
H -0.24 -0.53 -2.38 -0.11
H 1.28 1.38 0.96 -0.07
H -0.45 0.45 1.64 -0.11


11
Properties=species:S:1:pos:R:3:nbo_charge:R:1 method="wB97M-V/def2-TZVPD" energy_ev=-5160.2961 relative_energy_kj_mol=112.86 multiplicity=1 smiles="C/[NH+]=C/N" lumo_ev=-4.8 orbital_gap_ha=0.39314 charge=+1
C -0.29 -0.47 1.57 -0.42
N -0.47 0.33 0.23 -0.53
C 0.58 0.32 -0.60 0.41
N 0.29 0.22 -1.91 -0.67
H 0.38 0.13 2.18 0.23
H -1.25 -0.56 2.06 0.25
H 0.01 -1.49 1.45 0.23
H -1.30 0.91 0.13 0.44
H 1.44 -0.13 -0.27 0.22
H -0.49 0.61 -2.39 0.43
H 1.10 0.12 -2.45 0.41


102
Properties=species:S:1:pos:R:3:lowdin_charge:R:1 method="wB97M-V/def2-TZVPD" energy_ev=-199853.8691 relative_energy_kj_mol=129.46 multiplicity=1 lumo_ev=-0.3 orbital_gap_ha=0.28291
Y 12.66 12.53 13.51 1.38
C 13.92 8.61 15.49 -0.01
C 12.41 8.82 15.27 -0.26
N 11.74 7.72 15.05 0.08
C 10.40 7.75 14.84 -0.13
C 9.74 8.93 14.75 -0.14
C 8.20 8.91 14.41 -0.21
O 7.96 9.37 13.14 -0.05
C 10.42 10.15 14.90 -0.06
C 9.80 11.46 14.74 -0.05
N 10.28 12.49 14.16 -0.02
C 9.43 13.58 13.99 -0.39
C 8.57 13.61 12.90 0.01
C 7.62 14.64 12.93 -0.07
C 7.60 15.73 13.79 -0.08
C 8.52 15.70 14.82 -0.14
C 9.44 14.63 14.89 -0.59
I 10.97 14.65 16.36 1.01
C 11.85 10.14 15.20 -0.30
O 12.58 11.21 15.30 -0.23
H 14.03 7.53 15.64 0.08
H 14.23 9.17 16.36 0.07
H 14.53 8.88 14.67 0.06
H 9.87 6.82 14.68 0.11
H 7.69 9.56 15.09 0.11
H 7.83 7.88 14.49 0.11
H 8.58 9.03 12.47 0.10
H 8.76 11.60 15.03 0.15
H 8.62 12.79 12.21 0.12
H 6.83 14.69 12.14 0.12
H 6.92 16.48 13.62 0.08
H 8.57 16.47 15.53 0.08
C 14.72 12.39 21.18 -0.24
Ge 14.38 13.25 19.48 0.80
C 13.86 15.23 19.62 -0.22
C 12.88 12.24 18.60 -0.23
C 16.11 13.13 18.44 -0.56
Se 15.80 13.49 16.50 0.83
C 16.14 15.42 16.44 -0.40
H 13.91 12.42 21.88 0.00
H 15.61 12.80 21.63 0.01
H 14.82 11.30 20.94 0.04
H 12.87 15.44 20.15 0.04
H 13.72 15.50 18.53 -0.01
H 14.61 15.88 20.05 0.00
H 11.90 12.64 18.74 -0.03
H 12.80 11.19 18.86 0.01
H 12.95 12.34 17.48 -0.03
H 16.40 12.12 18.35 -0.03
H 16.88 13.77 18.87 0.03
H 15.45 15.90 17.18 0.01
H 15.91 15.84 15.42 0.02
H 17.10 15.59 16.79 -0.01
C 13.61 16.63 13.61 -0.05
C 12.63 15.90 12.70 -0.52
C 11.23 16.55 12.62 -0.04
O 12.49 14.60 13.23 -0.42
H 13.82 17.59 13.22 0.07
H 14.56 16.08 13.59 0.03
H 13.28 16.56 14.65 0.06
H 12.99 15.92 11.70 0.09
H 10.79 16.92 13.52 0.05
H 10.45 15.89 12.15 0.09
H 11.27 17.45 12.00 0.08
N 12.32 3.67 9.16 0.15
C 12.26 4.74 9.59 -0.20
C 12.17 6.10 10.02 -0.25
C 12.16 7.10 9.00 0.00
C 12.02 8.40 9.45 -0.04
C 12.04 8.66 10.83 -0.24
C 11.97 7.62 11.79 -0.01
C 12.04 6.34 11.34 -0.05
C 11.96 10.04 11.27 -0.19
C 11.80 11.21 11.60 -0.11
H 12.27 6.85 7.94 0.12
H 12.09 9.24 8.76 0.12
H 11.84 7.86 12.85 0.08
H 12.00 5.58 12.11 0.13
O 14.79 12.52 13.03 -0.61
S 15.84 13.56 12.79 1.01
C 17.24 12.65 12.17 -0.35
C 18.17 12.43 13.23 -0.07
C 19.24 11.57 12.93 -0.08
C 19.39 10.90 11.71 -0.04
C 18.38 11.09 10.68 -0.02
C 17.30 11.96 10.97 -0.05
C 15.26 14.47 11.33 -0.36
C 15.57 15.83 11.18 -0.09
C 15.05 16.58 10.11 -0.07
C 14.27 15.94 9.16 -0.07
C 13.98 14.63 9.39 -0.08
C 14.42 13.82 10.43 -0.07
H 18.01 13.04 14.16 0.09
H 19.98 11.43 13.72 0.11
H 20.25 10.28 11.51 0.10
H 18.54 10.59 9.75 0.09
H 16.62 12.23 10.23 0.08
H 16.19 16.27 11.95 0.11
H 15.30 17.61 10.00 0.10
H 13.81 16.56 8.35 0.12
H 13.25 14.17 8.70 0.12
H 14.10 12.80 10.61 0.10


69
Properties=species:S:1:pos:R:3:nbo_charge:R:1 method="wB97M-V/def2-TZVPD" energy_ev=-51214.8707 relative_energy_kj_mol=353.80 multiplicity=1 lumo_ev=0.5 orbital_gap_ha=0.30626
Zr 0.00 0.03 -0.06 2.47
C 2.65 2.07 1.11 -0.20
O 1.56 1.28 0.90 -0.92
H 2.36 3.12 1.15 0.13
H 3.05 1.86 2.10 0.14
H 3.46 1.99 0.39 0.15
C -0.63 -1.92 2.81 -0.22
O -0.22 -1.44 1.53 -0.92
H -1.52 -1.38 3.14 0.15
H -1.05 -2.92 2.84 0.15
H 0.10 -1.90 3.62 0.14
C 1.48 0.43 -3.32 -0.21
O 0.91 0.23 -2.05 -0.92
H 2.52 0.70 -3.19 0.15
H 1.51 -0.40 -4.03 0.14
H 0.87 1.20 -3.79 0.16
C -3.37 -0.37 -1.25 -0.20
O -2.10 -0.29 -0.71 -0.92
H -3.76 -1.39 -1.32 0.15
H -4.09 0.21 -0.67 0.13
H -3.35 0.06 -2.25 0.14
C 0.79 4.40 -1.18 -0.26
O -0.65 4.39 -1.31 -0.53
C -1.29 3.19 -0.88 1.06
O -0.68 2.19 -0.48 -0.63
O -2.63 3.16 -0.98 -0.49
C -3.45 4.33 -1.46 -0.26
H 1.12 5.11 -1.93 0.19
H 1.34 3.50 -1.46 0.23
H 1.07 4.83 -0.22 0.19
H -4.53 4.22 -1.45 0.21
H -3.21 4.50 -2.51 0.20
H -3.28 5.24 -0.87 0.20
C 3.60 -2.57 -2.14 -0.25
O 4.02 -2.45 -0.75 -0.51
C 3.18 -1.86 0.18 1.04
O 2.02 -1.47 -0.02 -0.62
O 3.87 -1.89 1.34 -0.51
C 3.33 -1.60 2.65 -0.25
H 2.64 -3.09 -2.24 0.19
H 4.36 -3.07 -2.73 0.20
H 3.55 -1.56 -2.55 0.20
H 2.70 -0.72 2.62 0.22
H 4.07 -1.62 3.45 0.20
H 2.74 -2.50 2.87 0.19
C -4.05 1.67 1.98 -0.27
O -3.10 2.02 2.98 -0.49
C -1.83 1.68 2.89 1.02
O -1.25 1.23 1.85 -0.68
O -1.28 1.96 3.99 -0.47
C 0.11 1.66 4.24 -0.27
H -4.63 0.82 2.33 0.19
H -3.72 1.60 0.94 0.23
H -4.84 2.42 1.91 0.19
H 0.45 2.06 5.19 0.20
H 0.70 2.20 3.50 0.21
H 0.39 0.61 4.15 0.21
C 0.19 -4.97 0.30 -0.26
O -0.21 -4.96 -1.12 -0.50
C -0.22 -3.78 -1.75 0.99
O -0.12 -2.63 -1.21 -0.66
O -0.39 -3.99 -2.96 -0.47
C -0.54 -2.89 -3.83 -0.27
H 0.36 -5.99 0.62 0.19
H -0.67 -4.56 0.84 0.20
H 1.02 -4.30 0.53 0.21
H -1.23 -2.13 -3.49 0.22
H -0.64 -3.11 -4.90 0.20
H 0.47 -2.47 -3.83 0.19


91
Properties=species:S:1:pos:R:3:lowdin_spin:R:1 method="wB97M-V/def2-TZVPD" s_squared=8.817 energy_ev=-105180.8249 relative_energy_kj_mol=0.00 multiplicity=6 lumo_ev="2.1 / 1.9" orbital_gap_ha="0.14274 / 0.23581" charge=-1
Ru -0.79 0.49 0.85 2.53
I -2.32 3.77 5.08 0.00
C -0.53 2.74 4.72 0.00
C 0.51 2.78 5.64 0.00
C 1.67 2.09 5.38 0.00
I 3.17 2.11 6.88 0.00
C 1.87 1.40 4.18 0.00
C 3.06 0.74 3.80 0.00
C 3.17 0.19 2.55 0.00
C 2.09 0.26 1.67 0.02
N 0.94 0.80 2.02 0.04
C 0.80 1.38 3.24 0.00
C -0.47 2.02 3.51 0.01
O -1.45 1.95 2.70 0.11
H 0.40 3.35 6.55 0.00
H 3.90 0.69 4.48 0.00
H 4.09 -0.28 2.23 0.00
H 2.15 -0.12 0.66 0.00
C -0.88 -2.74 3.82 0.10
C -2.26 -3.11 3.82 0.17
C -3.11 -2.43 2.99 0.01
C -2.65 -1.40 2.16 0.20
N -1.28 -1.07 2.14 0.21
C -0.47 -1.74 2.98 0.05
C -3.48 -0.59 1.32 0.05
C -4.88 -0.72 1.23 0.06
C -5.62 0.13 0.43 0.02
C -4.99 1.15 -0.28 0.08
C -3.61 1.30 -0.18 0.03
C -2.83 0.44 0.56 0.10
H -0.16 -3.23 4.47 0.01
H -2.62 -3.89 4.48 0.01
H -4.16 -2.68 2.98 0.00
H 0.58 -1.46 2.98 0.00
H -5.39 -1.48 1.80 0.00
H -6.69 0.02 0.38 0.00
H -5.57 1.83 -0.90 0.01
H -3.14 2.13 -0.69 0.00
Cl -1.90 2.31 -2.92 0.02
C -1.06 3.53 -2.01 0.09
C -1.04 4.82 -2.51 -0.01
C -0.29 5.80 -1.89 0.09
C 0.47 5.46 -0.78 -0.01
C 0.44 4.18 -0.27 0.10
Cl 1.48 3.80 1.05 0.02
C -0.39 3.13 -0.81 0.09
N -0.51 1.91 -0.32 0.61
H -1.61 5.04 -3.41 0.00
H -0.28 6.81 -2.27 0.01
H 1.12 6.19 -0.31 0.00
C -0.87 -4.39 0.14 0.00
N -0.22 -3.37 -0.68 0.01
C 1.02 -2.89 -0.08 0.00
C -1.02 -2.39 -1.25 0.02
N -0.75 -1.15 -1.08 0.07
N -2.07 -2.88 -2.01 0.01
C -3.09 -1.95 -2.45 0.00
C -1.83 -3.97 -2.94 0.00
H -1.01 -4.04 1.17 0.00
H -0.24 -5.29 0.16 0.00
H -1.84 -4.65 -0.28 0.00
H 1.65 -3.76 0.13 0.00
H 0.84 -2.34 0.84 0.00
H 1.52 -2.23 -0.79 0.00
H -1.30 -0.53 -1.67 0.00
H -3.33 -1.26 -1.64 0.00
H -3.99 -2.51 -2.70 0.00
H -2.78 -1.38 -3.33 0.00
H -0.99 -4.57 -2.61 0.00
H -1.62 -3.58 -3.95 0.00
H -2.72 -4.60 -3.01 0.00
C 2.16 2.26 -2.80 0.00
P 1.76 0.56 -2.17 0.01
C 0.94 -0.06 -3.71 0.00
C 3.47 -0.10 -2.44 0.00
C 4.49 0.50 -1.69 0.00
C 5.82 0.13 -1.86 0.00
C 6.15 -0.87 -2.76 0.00
C 5.14 -1.50 -3.47 0.00
C 3.82 -1.13 -3.31 0.00
H 2.59 2.86 -1.99 0.00
H 1.24 2.75 -3.12 0.00
H 2.86 2.22 -3.63 0.00
H 1.54 0.13 -4.60 0.00
H -0.01 0.46 -3.79 0.00
H 0.74 -1.13 -3.61 0.00
H 4.23 1.28 -0.98 0.00
H 6.59 0.63 -1.28 0.00
H 7.19 -1.14 -2.92 0.00
H 5.39 -2.30 -4.17 0.00
H 3.05 -1.64 -3.88 0.00


28
Properties=species:S:1:pos:R:3:nbo_charge:R:1 method="wB97M-V/def2-TZVPD" energy_ev=-19251.0910 relative_energy_kj_mol=1.41 multiplicity=1 smiles="O=C1O[C@H](CO)CN1Cc1ccccc1" lumo_ev=0.7 orbital_gap_ha=0.37281
O -1.05 -2.39 -0.32 -0.62
C -1.22 -1.21 -0.16 0.89
O -2.19 -0.69 0.64 -0.50
C -2.19 0.73 0.56 0.06
C -3.49 1.18 -0.13 -0.07
O -4.61 0.81 0.61 -0.71
C -0.92 1.09 -0.24 -0.23
N -0.53 -0.20 -0.74 -0.45
C 0.70 -0.40 -1.48 -0.25
C 1.90 -0.09 -0.63 0.05
C 2.70 1.02 -0.88 -0.25
C 3.78 1.31 -0.06 -0.21
C 4.07 0.49 1.02 -0.22
C 3.28 -0.62 1.28 -0.19
C 2.20 -0.91 0.46 -0.24
H -2.17 1.12 1.59 0.20
H -3.51 2.27 -0.21 0.18
H -3.52 0.74 -1.14 0.16
H -4.55 -0.13 0.80 0.48
H -0.14 1.53 0.39 0.20
H -1.14 1.78 -1.06 0.20
H 0.68 0.23 -2.37 0.20
H 0.70 -1.45 -1.78 0.25
H 2.47 1.66 -1.72 0.21
H 4.39 2.17 -0.27 0.21
H 4.91 0.72 1.65 0.21
H 3.50 -1.25 2.12 0.21
H 1.58 -1.77 0.65 0.23


Largest force on an atom, respectively: 0.48; 1.34; 0.56; 3.74; 0.79; 1.82; 4.39; 6.72; 3.54; 7.06; 1.31; 0.77 eV/Å.